1.
C23H17N3O3S in the gas phase in a non-equilibrium geometry. Source: OMol25; level of theory: ωB97M-V/def2-TZVPD.

Each line ends with the Mulliken charge.
Geometry (Å):
O1 0.216 4.687 -1.480  -0.668
N1 -3.513 1.658 2.655  -0.626
N2 1.870 -3.926 0.509  -0.666
O2 -0.186 -2.921 0.196  -0.314
O3 0.324 -2.859 -2.565  -0.525
S1 -4.369 3.840 1.522  -0.192
C1 0.151 3.471 -1.318  0.155
C2 -4.533 2.481 2.617  -0.109
C3 0.905 -3.586 -0.343  0.683
C4 1.241 -3.241 4.054  -0.531
C5 0.037 -2.537 3.901  -0.595
C6 1.961 -3.617 2.926  -0.690
C7 -1.379 1.307 1.486  -0.619
C8 1.702 -0.910 -1.935  0.039
C9 -0.511 -0.605 -2.796  -0.834
C10 -0.531 -2.389 2.622  -0.736
C11 -0.491 1.767 0.508  -0.207
C12 -1.896 3.683 0.062  -0.397
C13 1.883 0.485 -1.864  -0.392
C14 -0.393 0.763 -2.689  0.026
C15 1.357 -3.440 1.689  0.980
C16 -2.552 2.022 1.710  -0.303
C17 0.509 -1.488 -2.410  0.398
C18 0.136 -2.886 1.527  0.440
C19 -2.812 3.212 1.029  0.650
C20 -0.782 2.945 -0.273  0.192
C21 0.824 1.310 -2.200  -0.848
N3 0.981 2.668 -2.066  0.369
C22 1.135 -3.782 -1.820  -0.721
C23 1.983 3.294 -2.943  -1.042
H1 -5.418 2.362 3.259  0.409
H2 1.693 -3.411 5.028  0.369
H3 -0.465 -2.104 4.792  0.378
H4 2.884 -4.196 2.932  0.428
H5 -1.151 0.447 2.106  0.570
H6 2.477 -1.566 -1.615  0.364
H7 -1.446 -1.033 -3.145  0.401
H8 -1.518 -1.897 2.557  0.505
H9 0.439 1.189 0.408  0.464
H10 -2.122 4.610 -0.460  0.483
H11 2.824 0.896 -1.536  0.533
H12 -1.231 1.378 -3.009  0.473
H13 0.858 -4.811 -2.083  0.361
H14 2.198 -3.660 -2.066  0.313
H15 1.479 3.962 -3.646  0.303
H16 2.655 3.868 -2.325  0.348
H17 2.576 2.562 -3.508  0.384

Results
Relative energy (zero: lowest compared OMol25 entry of this formula, charge and spin) (eV): 2.617
Structure (SMILES): CN(C(=O)c1ccc2ncsc2c1)c1ccc(OCc2nc3ccccc3o2)cc1
DFT total energy (Eh): -1674.83399
M (g mol⁻¹): 415.474



2.
A molecular structure, C29H21Br3CeN3O9S2 in a non-equilibrium geometry. Source: OMol25; level of theory: ωB97M-V/def2-TZVPD.

Each line ends with the Mulliken charge.
Geometry (Å):
Ce1 -0.843 -1.776 0.407  0.989
O1 2.257 1.249 -3.191  -0.750
C1 0.952 1.641 -3.329  0.695
C2 0.600 2.288 -4.506  -0.582
C3 -0.701 2.736 -4.677  -0.387
C4 -1.649 2.522 -3.690  -0.956
C5 -1.288 1.879 -2.516  -0.160
C6 0.014 1.451 -2.311  -0.225
C7 0.417 0.803 -1.008  1.652
O2 -0.692 0.295 -0.343  -0.314
N1 1.164 1.804 -0.213  -0.450
N2 1.983 1.336 0.797  -0.471
C8 1.467 0.454 1.557  0.544
C9 2.154 -0.212 2.665  0.203
Br1 0.916 -1.333 3.585  -0.142
C10 3.437 -0.178 3.028  -0.926
C11 4.533 0.489 2.309  0.436
C12 4.721 0.280 0.943  -0.259
C13 5.786 0.874 0.288  -0.720
C14 6.677 1.679 0.987  -0.416
C15 6.501 1.882 2.346  -0.488
C16 5.438 1.284 3.004  -0.430
H1 2.296 0.354 -2.811  0.028
H2 1.351 2.418 -5.273  0.450
H3 -0.980 3.238 -5.597  0.357
H4 -2.669 2.853 -3.838  0.418
H5 -2.012 1.689 -1.736  0.344
H6 1.100 -0.036 -1.222  -0.854
H7 1.762 2.340 -0.830  0.397
H8 0.414 0.199 1.421  -0.021
H9 3.721 -0.727 3.919  0.466
H10 4.025 -0.343 0.397  0.613
H11 5.916 0.706 -0.773  0.418
H12 7.506 2.145 0.469  0.363
H13 7.193 2.506 2.899  0.360
H14 5.302 1.442 4.067  0.444
Br2 -0.610 3.472 3.951  -0.165
C17 -1.824 2.901 2.603  0.053
C18 -2.438 3.868 1.814  -0.402
C19 -3.311 3.425 0.839  -0.401
C20 -3.508 2.057 0.677  -0.571
C21 -2.820 1.200 1.517  0.363
N3 -2.002 1.615 2.486  -0.321
C22 -2.832 -0.270 1.259  1.025
O3 -3.205 -0.741 0.167  -0.514
O4 -2.194 -1.049 2.055  -0.711
H15 -2.224 4.915 1.962  0.424
H16 -3.813 4.134 0.195  0.438
H17 -4.143 1.658 -0.099  0.468
O5 1.293 -2.178 0.025  -0.423
S1 1.109 -2.821 -1.390  1.170
O6 0.932 -4.243 -1.233  -0.704
O7 -0.289 -2.193 -1.700  -0.434
S2 2.452 -2.193 -2.612  -0.461
Br3 -6.875 -2.951 0.522  -0.206
C23 -5.114 -3.428 0.009  -0.059
C24 -4.749 -3.318 -1.325  -0.394
C25 -3.458 -3.645 -1.696  -0.613
C26 -2.539 -4.065 -0.736  -0.593
C27 -2.919 -4.155 0.597  0.355
C28 -4.226 -3.848 0.977  -0.431
C29 -1.888 -4.495 1.649  0.411
O8 -2.030 -5.396 2.444  -0.674
O9 -0.873 -3.667 1.619  -0.588
H18 -5.468 -2.972 -2.055  0.441
H19 -3.146 -3.564 -2.728  0.439
H20 -1.536 -4.363 -1.032  0.895
H21 -4.519 -3.920 2.015  0.554

Results
Relative energy (zero: lowest compared OMol25 entry of this formula, charge and spin) (eV): 0.349
Total charge: -1
DFT total energy (Eh): -10952.91156
M (g mol⁻¹): 999.461



3.
2 unconnected molecules or ions with the total composition C4H13N4O in a non-equilibrium geometry. Source: OMol25; level of theory: ωB97M-V/def2-TZVPD.

Each line ends with the Mulliken charge.
Geometry (Å):
C1 -3.728 -0.724 -1.648  -0.942
C2 -1.631 -0.347 -0.710  0.693
N1 -1.208 -0.279 -2.007  -0.435
N2 -2.861 -0.737 -0.427  -0.130
N3 -0.790 -0.002 0.226  -0.299
H1 -1.448 -0.637 -2.943  0.292
H2 -0.172 0.063 -2.037  0.216
H3 -3.223 -1.050 0.420  0.184
H4 -1.078 0.271 1.203  0.232
H5 0.309 -0.014 0.160  0.164
H6 -4.035 -1.772 -1.967  0.314
H7 -3.343 0.073 -2.309  0.392
H8 -4.772 -0.484 -1.471  0.318
C3 3.097 1.642 0.465  -1.002
C4 2.588 0.386 1.208  0.666
O1 1.974 -0.448 0.517  -0.766
N4 2.605 0.338 2.531  -0.393
H9 2.295 -0.586 2.961  0.278
H10 3.200 0.993 3.063  0.235
H11 2.697 1.643 -0.489  0.300
H12 4.241 1.500 0.180  0.305
H13 3.366 2.593 0.943  0.380

Results
Relative energy (zero: lowest compared OMol25 entry of this formula, charge and spin) (eV): 2.411
Total charge: +1
DFT total energy (Eh): -454.23918
M (g mol⁻¹): 133.175



| no. | HOMO-LUMO gap (eV) |
| --- | --- |
| 1 | 8.7 |
| 2 | 7.2 |
| 3 | 11.0 |